(1)
Entry from OMol25: a 2-piece molecular cluster, C3H9NS2 overall (wB97M-V/def2-TZVPD).

```
15
Properties=species:S:1:pos:R:3:forces:R:3
S 0.92536 -0.85110 1.15347 -0.26 0.19 -0.21
S 0.52488 -1.00375 -0.87278 0.32 -0.27 0.43
N -0.62955 2.19538 -0.09025 0.50 1.07 0.32
C -1.99000 2.44745 0.05415 -0.51 -0.72 -0.58
C 1.82598 -2.19240 -1.28030 -0.39 -0.90 -0.28
C -2.88380 1.78264 0.79010 0.24 0.75 0.70
H 1.76665 0.19486 1.11144 0.10 -0.02 0.00
H -0.10554 1.80068 0.68335 -0.47 -0.16 0.02
H 1.82833 -3.03107 -0.58552 0.11 0.35 0.48
H -3.94482 1.90724 0.63964 0.01 0.31 -0.01
H -2.34320 3.16651 -0.67424 -0.05 -0.13 -0.30
H 2.80013 -1.72003 -1.33256 0.07 -0.05 -0.12
H -0.14970 3.02103 -0.43469 0.07 -0.29 0.01
H 1.55988 -2.73096 -2.19741 0.12 0.68 -0.31
H -2.58996 1.33343 1.72580 0.15 -0.79 -0.17
```
Forces are in eV/Å.

Properties
multiplicity	1
charge	0
orbital gap	8.67	eV

And the Löwdin charges, in e, turn out to be: 0.3052 0.3667 0.0267 -0.3114 -0.5198 -0.0326 -0.1994 0.0370 0.0195 0.0343 0.0959 0.0267 0.0806 0.0310 0.0395

---

(2)
Entry from OMol25: a 2-piece molecular cluster, C3H9NS2 overall (wB97M-V/def2-TZVPD).

```
15
Properties=species:S:1:pos:R:3:forces:R:3
S 1.51836 -0.10769 1.89857 0.13 0.18 -0.41
S -0.36166 0.67012 2.26684 -0.06 -0.29 0.28
N 0.43785 1.57372 -1.39171 -0.54 -0.22 -0.49
C -0.89329 1.14143 -1.26705 -0.45 0.34 0.65
C 1.13236 -1.74842 1.23894 -0.01 0.40 -0.23
C -1.24653 -0.14407 -1.23167 0.40 0.20 -0.79
H 2.10318 -2.21529 1.06162 -0.13 -0.35 0.58
H -0.88261 0.32191 1.07963 -0.02 0.24 -0.09
H -1.64017 1.91824 -1.08806 0.10 -0.04 0.18
H 0.96830 1.26246 -0.58920 0.32 0.09 -0.14
H -2.18828 -0.50120 -0.84836 -0.27 0.12 -0.40
H 0.43803 -2.22738 1.92564 0.39 -0.45 -0.01
H 0.68953 -1.69845 0.24789 -0.27 0.30 0.03
H -0.58322 -0.81328 -1.76174 0.24 -0.51 0.64
H 0.50815 2.56789 -1.54136 0.17 -0.02 0.19
```
Forces are in eV/Å.

Properties
multiplicity	1
charge	0
orbital gap	8.98	eV

And the Löwdin charges, in e, turn out to be: 0.3469 0.3109 0.0407 -0.3216 -0.4744 -0.0564 0.0320 -0.2386 0.1056 0.0327 0.0529 0.0305 0.0054 0.0576 0.0758

---

(3)
Entry from OMol25: a 2-piece molecular cluster, C3H9NS2 overall (wB97M-V/def2-TZVPD).

```
15
Properties=species:S:1:pos:R:3:forces:R:3
S 1.50782 -0.65222 -1.33711 -0.22 -0.91 -0.51
S 0.78973 1.20529 -1.71831 0.64 0.48 0.41
N -1.49097 -1.90642 2.87404 0.42 -0.01 0.41
C -1.34796 -0.74810 2.12779 -0.73 0.32 -0.22
C -0.87984 0.42676 2.52037 0.84 0.48 0.93
C -0.98504 1.29427 -1.44773 -0.86 0.36 -1.84
H -1.59673 -2.75949 2.35063 0.00 0.08 -0.10
H -1.23709 2.29118 -1.09141 0.14 -0.35 1.29
H -1.85424 -0.78381 1.18376 0.05 -0.23 -0.63
H -1.50202 1.40135 -2.41696 0.49 -0.56 -0.21
H 1.82360 -0.82232 -0.03070 -0.29 0.78 0.08
H -1.42934 0.40425 -1.02642 0.06 0.19 0.82
H -0.48912 0.61375 3.51927 0.03 -0.42 0.00
H -0.78476 -2.00191 3.59020 -0.16 -0.09 0.09
H -0.77288 1.30322 1.90473 -0.43 -0.14 -0.51
```
Forces are in eV/Å.

Properties
multiplicity	1
charge	0
orbital gap	8.98	eV

And the Löwdin charges, in e, turn out to be: 0.2570 0.3442 0.0353 -0.3189 -0.0289 -0.4905 0.0770 0.0277 0.0847 0.0271 -0.1976 0.0187 0.0469 0.0848 0.0326

---

(4)
Entry from OMol25: one molecule with the formula C3H9NS2 (wB97M-V/def2-TZVPD).

```
15
Properties=species:S:1:pos:R:3:forces:R:3
S -1.12649 1.23593 0.33734 1.45 -1.47 -2.84
S 0.09533 0.11158 -1.37573 -0.69 1.42 2.20
N 2.51241 0.10927 0.68789 0.04 0.12 -0.45
C 1.39318 -0.79079 0.98166 -0.51 1.17 0.00
C -2.60460 1.23166 -0.69423 -0.28 0.50 0.22
C 0.54745 -1.19681 -0.22731 -0.69 -1.14 0.16
H 2.79338 0.01157 -0.28401 0.28 -0.45 0.07
H 2.15349 1.06050 0.65716 0.00 -0.07 0.35
H -3.34833 1.43721 0.08181 -0.48 0.11 -0.61
H -2.81522 0.30016 -1.22109 0.17 -0.17 0.54
H 0.74498 -0.20352 1.64256 -0.06 -0.31 0.04
H -0.43063 -1.58828 0.06994 0.18 0.01 0.49
H -2.55974 2.00413 -1.47073 -0.12 0.07 0.46
H 1.68916 -1.65710 1.56955 0.25 -0.20 -0.26
H 0.95564 -2.06551 -0.75480 0.44 0.42 -0.37
```
Forces are in eV/Å.

Properties
multiplicity	1
charge	0
orbital gap	8.26	eV

And the Löwdin charges, in e, turn out to be: 0.5455 0.5801 -0.0253 -0.3724 -0.5471 -0.6355 0.0478 0.0484 0.0178 0.0222 0.0625 0.0503 0.0295 0.1024 0.0738

---

(5)
Entry from OMol25: a 2-piece molecular cluster, C3H9O2 overall (wB97M-V/def2-TZVPD).

```
14
Properties=species:S:1:pos:R:3:forces:R:3
O 1.52479 1.35997 -1.79229 0.26 -0.10 0.12
O -0.90665 -0.67054 1.50574 -0.29 0.21 0.58
C 0.57320 -0.73998 -0.87015 -0.85 0.60 1.24
C -1.39959 0.12918 2.49798 0.03 -0.34 -0.77
C 0.67956 0.21151 -2.02424 0.50 0.26 -0.11
H -0.21735 -1.45963 -1.03945 0.15 -0.64 -0.39
H -1.19370 -0.24310 3.52715 0.21 0.18 0.18
H -1.03494 1.18842 2.42421 0.04 -0.07 0.32
H -0.28814 0.64790 -2.28354 -0.13 -0.19 0.22
H -2.51173 0.23022 2.48616 -0.17 0.05 -0.02
H 0.10115 -0.30857 0.04380 0.11 0.39 -0.22
H 1.46340 -1.19967 -0.43166 0.30 -0.14 -0.82
H 1.03195 -0.28791 -2.92971 0.20 -0.08 -0.19
H 2.17805 1.14219 -1.11399 -0.36 -0.12 -0.14
```
Forces are in eV/Å.

Properties
multiplicity	1
charge	-1
orbital gap	6.20	eV

And the Löwdin charges, in e, turn out to be: -0.1168 -0.4421 -0.1342 -0.4682 -0.3271 0.0642 0.0205 0.0309 0.1029 0.0193 0.0309 0.0689 0.0834 0.0675

---

(6)
Entry from OMol25: a 2-piece molecular cluster, C3H9O2 overall (wB97M-V/def2-TZVPD).

```
14
Properties=species:S:1:pos:R:3:forces:R:3
O -0.01180 0.42504 -2.67791 -0.46 -0.72 -0.54
O 0.45656 1.43800 -0.33498 0.24 0.51 0.06
C -0.51409 -1.68709 1.38322 1.06 -0.72 1.74
C -0.23063 0.75530 0.63376 0.22 -0.03 -0.45
C 0.47996 -0.56440 1.09778 -0.90 0.63 -0.45
H 0.08524 0.95586 -1.81275 0.37 -0.36 0.70
H -1.38621 -1.69638 0.73906 0.13 -0.36 -0.36
H 1.11783 -0.33684 1.96528 -0.14 -0.20 -0.07
H 1.15028 -0.84444 0.28428 0.01 -0.06 -0.12
H -0.37489 1.33190 1.58381 -0.22 0.15 -0.20
H -1.25293 0.53219 0.22142 0.19 -0.35 0.63
H -0.20857 -0.49374 -2.40037 0.23 0.98 0.02
H -0.87182 -1.75703 2.42791 -0.40 0.90 0.03
H 0.05537 -2.62225 1.53255 -0.34 -0.37 -0.98
```
Forces are in eV/Å.

Properties
multiplicity	2
charge	-2
⟨S²⟩	0.751
orbital gap (spin up / spin down)	2.90 / 7.05	eV

And the Löwdin charges, in e, turn out to be: -0.2207 -0.3974 -0.5964 -0.5125 -0.3215 -0.0357 -0.0219 0.0647 0.0698 0.0624 0.0742 -0.0075 -0.0771 -0.0805

---

(7)
Entry from OMol25: a 2-piece molecular cluster, C3H9O2 overall (wB97M-V/def2-TZVPD).

```
14
Properties=species:S:1:pos:R:3:forces:R:3
O 0.65949 1.74806 1.30013 -0.51 -0.25 0.12
O 0.95448 -0.18265 -0.19901 -0.22 -1.19 -0.38
C -0.47272 1.64304 2.11466 -1.02 -0.02 1.26
C 0.21694 -1.09397 -2.13056 -0.68 -0.41 -1.55
C 0.18932 -1.26672 -0.60637 -0.20 -0.34 0.03
H 0.29967 -2.02043 -2.70899 0.30 -0.33 0.68
H -1.25849 1.00250 1.69597 -0.08 0.37 -0.41
H -0.89337 2.61656 2.40186 0.01 0.05 -0.66
H -0.84067 -1.27930 -0.21038 0.25 0.44 -0.15
H 0.51590 1.08702 0.58249 0.53 0.83 0.56
H -0.36169 1.18831 3.11522 0.95 -0.16 -0.23
H 1.07744 -0.50586 -2.43869 -0.08 0.24 0.04
H -0.70935 -0.69948 -2.57583 0.35 0.55 0.64
H 0.62307 -2.23709 -0.34050 0.40 0.23 0.07
```
Forces are in eV/Å.

Properties
multiplicity	2
charge	0
⟨S²⟩	0.754
orbital gap (spin up / spin down)	10.49 / 7.46	eV

And the Löwdin charges, in e, turn out to be: -0.1266 0.0141 -0.2040 -0.0667 -0.3015 0.0782 0.0715 0.0734 0.1180 -0.0010 0.0702 0.0791 0.0822 0.1132

---

(8)
Entry from OMol25: one molecule with the formula C3H9O2P (wB97M-V/def2-TZVPD).

```
15
Properties=species:S:1:pos:R:3:forces:R:3
P -1.35749 -0.87403 0.36131 2.33 0.98 -1.94
O -2.97635 0.95275 -0.17213 -1.11 2.49 1.61
O -2.41957 -0.20917 -0.72892 -0.37 -0.18 1.05
C 0.44048 -0.03009 -0.35668 -0.44 -0.59 3.46
C 1.52281 -1.09768 -0.21054 1.91 3.43 0.00
C 0.76993 1.22727 0.46891 4.38 -2.64 0.13
H -3.08485 0.95599 0.85191 0.49 -1.08 -2.21
H 0.28765 0.39033 -1.29230 -0.63 -0.28 -2.31
H 2.57869 -0.73425 -0.56853 -2.09 -1.10 -0.27
H -1.36608 -1.85024 -0.63610 0.66 -1.09 0.28
H 0.97304 0.90928 1.50986 -0.27 0.68 -0.33
H 0.01936 1.86136 0.33233 -3.29 2.94 0.13
H 1.13540 -2.01343 -0.42706 -0.28 -2.78 -1.96
H 1.70789 1.78316 0.06545 -1.27 -1.14 0.61
H 1.76906 -1.27125 0.80249 -0.03 0.36 1.75
```
Forces are in eV/Å.

Properties
multiplicity	1
charge	0
orbital gap	9.73	eV

And the Löwdin charges, in e, turn out to be: 0.9671 -0.1767 -0.5093 -0.4878 -0.1503 -0.1489 0.1105 0.0668 0.1251 -0.0423 0.0791 -0.0006 0.0112 0.1109 0.0452

---

| no. | F_max (hartree/bohr) | energy (a.u.) |
| --- | --- | --- |
| 1 | 0.024 | -970.79053 |
| 2 | 0.018 | -970.78608 |
| 3 | 0.040 | -970.78152 |
| 4 | 0.068 | -970.79113 |
| 5 | 0.032 | -270.12982 |
| 6 | 0.042 | -270.00600 |
| 7 | 0.034 | -270.05557 |
| 8 | 0.099 | -611.36175 |